Formula: C24H37N5O2
Source: the OMol25 dataset
Level of theory: ωB97M-V with the def2-TZVPD basis set

Each line ends with the Mulliken charge.
Atoms and positions in Å:
O (5.18, 3.61, 2.96)  -0.679
O (3.21, 0.01, -0.65)  -0.632
N (-2.97, -3.03, -3.25)  -0.624
C (5.51, 2.54, 2.47)  0.637
C (4.25, 0.58, -0.38)  0.042
C (-1.89, -3.55, -3.82)  0.439
C (-2.79, -2.27, -2.16)  0.002
C (0.19, -0.27, 3.26)  -0.541
C (0.54, -1.11, 2.19)  -0.489
C (1.18, 0.47, 3.92)  -0.683
C (-0.60, -3.38, -3.35)  -0.708
C (-1.52, -2.03, -1.63)  -0.399
C (1.88, -1.21, 1.78)  -0.243
C (2.52, 0.37, 3.51)  -0.318
C (-0.39, -2.59, -2.22)  0.875
C (2.88, -0.45, 2.42)  0.441
N (-2.15, -4.32, -4.90)  -0.537
N (4.85, 1.29, -1.34)  -0.147
N (-6.25, 1.70, 0.56)  -0.015
N (4.66, 1.87, 1.69)  0.062
C (6.89, 1.99, 2.74)  -0.986
C (0.98, -2.36, -1.67)  -1.185
C (6.07, 2.09, -1.24)  -0.755
C (-7.11, 2.61, -0.23)  -0.959
C (-5.86, 2.26, 1.87)  -0.980
C (-3.99, -1.65, -1.50)  -0.949
C (-5.12, 1.05, -0.14)  -0.595
C (-4.33, -0.30, -2.15)  -0.656
C (-5.51, 0.40, -1.47)  -0.520
C (4.33, -0.56, 1.96)  -1.425
C (4.85, 0.57, 1.04)  0.133
H (-0.84, -0.20, 3.58)  0.423
H (-0.22, -1.69, 1.68)  0.443
H (0.92, 1.11, 4.75)  0.400
H (0.23, -3.85, -3.87)  0.351
H (-1.41, -1.40, -0.75)  0.460
H (2.15, -1.85, 0.96)  0.303
H (3.28, 0.94, 4.03)  0.366
H (-1.52, -5.09, -5.06)  0.228
H (-3.15, -4.49, -5.01)  0.265
H (4.37, 1.28, -2.23)  0.310
H (3.75, 2.30, 1.58)  0.269
H (6.81, 1.00, 3.20)  0.284
H (7.41, 2.66, 3.42)  0.355
H (7.45, 1.93, 1.81)  0.231
H (1.71, -2.28, -2.48)  0.374
H (1.01, -1.42, -1.10)  0.233
H (1.27, -3.18, -1.01)  0.303
H (6.90, 1.47, -0.89)  0.232
H (6.33, 2.49, -2.22)  0.338
H (5.93, 2.92, -0.55)  0.237
H (-6.53, 3.42, -0.66)  0.336
H (-7.89, 3.04, 0.41)  0.328
H (-7.62, 2.07, -1.04)  0.272
H (-5.34, 1.51, 2.47)  0.289
H (-6.75, 2.59, 2.42)  0.324
H (-5.20, 3.12, 1.73)  0.363
H (-4.84, -2.33, -1.60)  0.381
H (-3.79, -1.52, -0.43)  0.358
H (-4.34, 1.80, -0.33)  0.286
H (-4.69, 0.29, 0.52)  0.326
H (-3.45, 0.36, -2.13)  0.305
H (-4.58, -0.48, -3.20)  0.313
H (-6.32, -0.32, -1.31)  0.331
H (-5.88, 1.17, -2.16)  0.420
H (4.95, -0.59, 2.86)  0.399
H (4.46, -1.51, 1.45)  0.485
H (5.92, 0.38, 0.91)  0.474

**SMILES**: CNC(=O)[C@H](Cc1ccccc1)NC(C)=O.Cc1cc(N)nc(CCCCN(C)C)c1
**Frontier orbital gap**: 8.46 eV
**HOMO level**: -7.97 eV
**Relative energy (zero: lowest compared OMol25 entry of this formula, charge and spin)**: 0.0 kcal/mol